A 2-piece molecular cluster, C6H15N2 overall in a non-equilibrium geometry, computed with wB97M-V/def2-TZVPD.

Atoms and positions in Å:
C (0.08644, 1.08936, 0.69189)
C (-2.56374, 0.17894, 0.44742)
C (0.20523, -1.40243, 0.50459)
C (2.24470, 0.09468, 0.39427)
C (0.61293, 0.03054, -1.56644)
C (0.82671, -0.03793, 0.02148)
N (-3.00376, -1.01887, 0.14887)
N (-0.13373, 2.29267, 0.13410)
H (0.02906, 0.99902, 1.71744)
H (-3.30161, 0.84601, 0.82965)
H (0.93093, -2.19666, 0.32920)
H (-0.54161, -1.54410, -0.26118)
H (-0.21115, -1.48980, 1.46610)
H (2.81688, -0.79759, 0.23581)
H (2.92215, 0.92095, -0.06447)
H (2.32288, 0.29114, 1.45525)
H (1.09659, 0.80334, -2.09019)
H (-0.42945, 0.17734, -2.01172)
H (0.91592, -0.96267, -2.07544)
H (-2.30844, -1.70060, -0.25727)
H (-3.85503, -1.50443, 0.36756)
H (-0.79023, 2.90985, 0.59149)
H (-0.28734, 2.21871, -0.82842)

* 2S+1: 3
* LUMO (alpha / beta): -4.68 / -5.71 eV
* charge: +1
* expectation value of S²: 2.004
* E_tot: -346.6700 hartree

Partial charges, natural (NBO), in e: 0.32, 0.05, -0.58, -0.62, -0.66, -0.15, -0.85, -0.65, 0.21, 0.17, 0.24, 0.19, 0.23, 0.25, 0.24, 0.23, 0.23, 0.23, 0.25, 0.40, 0.43, 0.43, 0.41